Computed, not measured: C42H41Cl8CuF12N7O18S4 as an isolated structure in a non-equilibrium geometry, with wB97M-V/def2-TZVPD.

Each line ends with the Löwdin spin population.
Cartesian coordinates (Å):
Cu 19.670700 -14.750370 5.330850  0.81
C 23.884720 -14.368960 4.166940  0.00
F 24.649770 -13.737680 5.042490  0.00
F 23.111200 -13.408810 3.579670  0.00
F 24.645400 -14.969450 3.272740  0.00
S 22.742320 -15.712390 4.992520  0.00
O 21.962190 -16.204700 3.865180  0.00
O 23.689660 -16.655680 5.641380  0.01
N 21.573810 -14.981440 6.092590  0.05
S 22.371480 -14.900810 7.475180  0.00
O 23.889200 -14.900330 7.437420  0.01
O 21.858180 -13.796690 8.347780  0.00
C 21.794820 -16.511680 8.373180  0.00
F 22.322710 -16.582600 9.599180  0.00
F 20.485630 -16.451690 8.525650  0.00
F 22.121460 -17.609350 7.596520  0.00
C 16.960840 -17.126580 3.243860  0.00
F 17.968680 -17.972230 3.151510  0.00
F 16.149410 -17.299870 2.236480  0.00
F 16.242610 -17.360520 4.350690  0.00
S 17.755520 -15.368960 3.149180  0.00
O 19.176650 -15.582520 3.062250  0.01
O 17.174710 -14.639620 2.057310  0.00
N 17.643660 -14.734390 4.763350  0.03
S 16.147870 -14.179360 4.692430  0.00
O 16.049650 -12.759590 4.541180  0.00
O 15.202300 -14.912390 3.848760  0.01
C 15.566880 -14.334260 6.447230  0.00
F 15.860970 -15.560980 6.870970  0.00
F 16.270480 -13.453090 7.254390  0.00
F 14.267890 -14.151130 6.391800  0.00
Cl 18.544080 -19.709200 -0.693970  0.00
C 17.967430 -18.193050 -1.525860  0.00
C 16.974450 -17.415050 -0.704640  0.00
Cl 16.924840 -15.790610 -1.444830  0.00
H 17.508760 -18.493710 -2.467840  0.00
H 18.790620 -17.592380 -1.912710  0.00
H 17.268760 -17.234230 0.329180  0.00
H 16.029200 -17.907850 -0.932120  0.00
Cl 12.225230 -20.832150 6.196620  0.00
C 13.801590 -20.257130 5.673930  0.00
C 13.670430 -19.673390 4.296710  0.00
Cl 13.787140 -20.833100 2.913260  0.00
H 14.490470 -21.089830 5.531990  0.00
H 14.185870 -19.557730 6.416410  0.00
H 14.382400 -18.855000 4.189710  0.00
H 12.626780 -19.393160 4.154020  0.00
Cl 18.754520 -11.504440 -0.983520  0.00
C 19.527900 -11.910740 0.537810  0.00
C 20.951700 -12.653770 0.281420  0.00
Cl 22.081550 -11.810710 -0.676440  0.00
H 18.813080 -12.584780 1.009840  0.00
H 19.599300 -10.976890 1.095420  0.00
H 20.660000 -13.531290 -0.295620  0.00
H 21.551450 -13.061130 1.095340  0.00
Cl 13.366740 -11.330180 7.531830  0.00
C 13.448530 -10.967290 9.250920  0.00
C 14.445270 -11.957950 9.949460  0.00
Cl 14.701630 -11.456570 11.693760  0.00
H 12.446740 -11.009610 9.678400  0.00
H 13.735050 -9.917100 9.306580  0.00
H 15.370410 -11.862090 9.381100  0.00
H 14.037520 -12.966800 10.013190  0.00
C 18.191120 -8.019920 5.947470  0.00
C 17.461840 -9.205870 5.875240  0.00
C 18.156430 -10.423680 5.600880  0.00
C 19.566220 -10.434660 5.391500  0.00
C 20.241030 -9.222760 5.589070  0.00
C 19.563820 -8.021600 5.790940  0.00
N 20.267110 -11.666570 4.923380  0.00
O 19.636200 -12.668160 4.682960  0.02
O 21.490510 -11.573740 4.893160  0.01
H 17.630200 -7.126700 6.179670  0.00
H 16.432010 -9.296730 6.187620  0.00
H 17.526060 -11.297920 5.669690  0.00
H 21.308660 -9.097670 5.484490  0.00
H 20.013400 -7.053350 5.954560  0.00
C 15.867740 -9.843370 1.153110  0.00
C 16.266070 -11.170650 1.239810  0.00
C 15.688070 -12.197090 0.422790  0.00
C 14.662060 -11.819380 -0.454620  0.00
C 14.405850 -10.465150 -0.626120  0.00
C 15.008240 -9.488930 0.126240  0.00
N 13.888680 -12.771710 -1.258580  0.00
O 14.014220 -13.952120 -0.879480  0.00
O 13.126160 -12.574520 -2.205460  0.00
H 16.267010 -9.188090 1.913110  0.00
H 16.971150 -11.348270 2.038380  0.00
H 15.960800 -13.230290 0.579360  0.00
H 13.621970 -10.213190 -1.325010  0.00
H 14.661350 -8.469530 0.043210  0.00
C 14.056200 -18.304520 10.415490  0.00
C 13.738100 -17.400850 9.398650  0.00
C 12.551340 -16.750090 9.331860  0.00
C 11.626870 -16.984900 10.358140  0.00
C 11.838160 -17.969670 11.374310  0.00
C 13.142130 -18.556360 11.372050  0.00
N 10.382160 -16.323360 10.261250  0.00
O 10.182800 -15.398820 9.465010  0.00
O 9.511450 -16.692050 10.996310  0.00
H 15.018090 -18.762220 10.593510  0.00
H 14.419040 -17.175430 8.591240  0.00
H 12.384950 -16.003280 8.569630  0.00
H 11.072900 -18.168100 12.110110  0.00
H 13.338270 -19.256200 12.170890  0.00
C 12.919740 -16.005810 1.142570  0.01
C 11.685910 -15.430890 0.948910  0.27
C 10.516570 -16.294230 0.626760  0.23
C 10.639970 -17.649440 0.889490  0.01
C 11.867370 -18.173950 1.314230  0.26
C 13.035960 -17.374970 1.385340  0.18
N 9.452000 -18.587500 0.652460  0.00
O 8.635350 -18.149940 -0.162530  -0.01
O 9.385100 -19.720390 1.056380  0.00
H 13.782260 -15.361080 1.060220  0.00
H 11.653330 -14.367850 0.761110  0.01
H 9.528070 -15.913390 0.416480  0.01
H 11.940210 -19.221790 1.565490  0.01
H 14.019980 -17.696130 1.693500  0.01
C 16.627070 -15.848880 11.247360  0.00
C 17.045890 -14.558310 11.647140  0.00
C 17.562300 -13.727760 10.683220  0.00
C 18.037840 -14.337200 9.482150  0.00
C 17.735120 -15.652340 9.121610  0.00
C 17.038320 -16.402750 10.092980  0.00
N 18.633020 -13.517440 8.439880  0.00
O 18.961510 -14.142030 7.458350  0.02
O 18.607910 -12.335020 8.693610  0.00
H 16.079270 -16.545090 11.865090  0.00
H 16.870340 -14.194930 12.648910  0.00
H 17.976420 -12.793840 11.033500  0.00
H 17.886700 -16.108580 8.154520  0.00
H 16.732760 -17.413230 9.864990  0.00

Atomic forces in eV per Å
Cu 0.455 0.975 0.450
C -0.536 1.514 0.518
F -0.219 -0.530 -0.079
F 0.434 -1.361 0.177
F -0.627 -0.084 0.235
S 1.750 -3.019 -1.035
O 0.056 0.994 1.299
O -2.706 2.371 -1.837
N 1.455 -1.005 -2.709
S 3.521 3.205 6.100
O -4.986 -0.237 -0.483
O 0.051 -2.723 -2.375
C 1.373 -0.319 -0.675
F 0.092 -0.161 -1.195
F -0.539 -0.183 -0.374
F -0.632 1.549 1.625
C 0.274 0.299 0.765
F -0.189 -0.018 0.237
F -0.542 0.079 -0.944
F 0.847 0.157 0.021
S 1.337 0.187 0.104
O 0.552 -0.346 0.669
O -0.026 -0.522 0.936
N -0.213 -1.845 -3.237
S -3.306 2.797 1.424
O 0.704 0.235 -0.287
O 1.625 -0.383 1.183
C 1.683 -0.065 -0.527
F -0.456 -0.242 0.474
F -1.842 -0.952 -1.175
F 0.227 0.298 0.945
Cl -0.304 0.893 -0.315
C 0.712 -0.647 -0.837
C 0.474 0.146 -0.784
Cl -0.336 0.341 -0.041
H -0.302 -0.336 0.234
H 0.419 -0.101 0.881
H -0.286 -0.567 -0.321
H -0.273 0.314 0.986
Cl -0.281 -0.381 0.432
C 0.506 -0.789 -0.622
C -0.900 0.649 -0.448
Cl 0.546 0.036 0.349
H -0.019 -0.175 0.720
H -0.050 0.042 -0.230
H -0.136 -0.129 -0.449
H 0.281 0.846 0.262
Cl 0.012 0.137 -0.791
C 1.812 -0.664 0.386
C -2.538 -0.954 0.276
Cl 0.950 1.358 -1.012
H 0.446 -0.134 0.311
H 0.253 -0.178 0.095
H -0.035 -0.074 -0.045
H -0.810 0.431 0.746
Cl -0.060 -0.291 -0.552
C 0.148 -0.162 1.222
C -0.889 1.486 0.007
Cl -0.014 -0.146 -0.986
H 0.063 -0.321 -0.081
H 0.442 -0.247 0.281
H 0.172 -0.429 0.454
H 0.200 0.126 -0.331
C -1.160 -0.645 -0.023
C 1.917 -1.552 0.145
C -0.049 0.848 0.265
C -2.130 0.753 -0.005
C 0.780 0.510 -0.866
C -0.797 -0.385 0.596
N 2.966 3.089 1.937
O -1.230 -1.602 -0.417
O -1.762 -0.648 -0.302
H 0.241 0.292 -0.041
H -0.145 0.245 -0.321
H 0.402 -0.393 -0.443
H 0.147 -0.627 -0.056
H 0.755 -0.277 -0.234
C 0.339 -1.053 -0.428
C -0.957 -0.702 -0.531
C -0.128 0.810 0.972
C 0.956 1.347 -0.147
C -0.931 -0.320 -0.736
C -0.479 0.555 0.806
N -0.910 -3.160 -0.481
O 0.313 0.621 0.500
O 1.345 1.840 1.323
H -0.087 0.471 -0.298
H 0.090 -0.779 -0.117
H 0.049 0.019 -0.168
H 0.034 0.192 -0.185
H 0.101 0.092 -0.232
C 0.540 0.659 -0.421
C 1.393 -0.489 -0.708
C -0.702 0.338 1.100
C 1.466 -1.915 0.214
C 1.405 1.512 -1.857
C -3.073 -0.207 1.609
N -2.065 1.922 -0.641
O 1.216 -0.704 0.099
O -0.891 -0.778 1.142
H 0.235 -0.003 -0.690
H 0.440 -0.147 0.103
H -0.322 -0.094 0.016
H 0.123 -0.052 -0.025
H 0.217 -0.068 0.030
C 0.543 -0.550 0.191
C -0.861 -0.823 -1.882
C 0.295 -0.491 1.742
C 0.221 -0.207 0.129
C -0.899 -0.776 -0.102
C 0.066 2.203 -0.010
N -1.160 0.118 -2.487
O 0.951 0.617 1.105
O 1.338 0.582 1.110
H 0.206 -0.015 0.400
H -0.357 0.126 0.223
H 0.076 0.294 -0.395
H -0.088 -0.271 0.039
H -0.190 -0.773 -0.175
C 0.396 0.156 1.822
C -1.375 -0.615 -0.675
C 2.441 -1.109 0.107
C -1.374 -0.800 0.016
C -0.576 0.110 1.574
C 0.346 0.118 -2.288
N -1.653 0.195 3.031
O 1.164 0.558 -2.196
O 1.060 -0.044 -1.909
H -0.124 0.428 0.650
H -0.181 0.046 -0.035
H -0.313 0.391 -0.519
H 0.474 0.341 0.136
H 0.099 -0.068 -0.119

## Properties
**Multiplicity**: 3
**Net charge**: +1
**Kohn-Sham gap (alpha / beta)**: 7.097 / 3.254 eV
**Expectation value of S²**: 2.023
**E**: -312243.509 eV
**Highest occupied orbital energy (alpha / beta)**: -11.7988 / -11.7987 eV

---

Computed, not measured: C42H41MgNO3P2S as an isolated structure in a non-equilibrium geometry, with wB97M-V/def2-TZVPD.

Each line ends with the Löwdin charge.
Cartesian coordinates (Å):
Mg 1.500976 0.194312 -0.084796  0.62
C 5.022351 -0.363074 -3.355059  -0.10
C 4.094251 0.001188 -4.243211  -0.14
C 3.867773 -0.723749 -5.556609  -0.18
C 3.693856 -2.269079 -5.515538  -0.17
C 3.371589 -2.884736 -4.175934  -0.12
C 4.274281 -3.123065 -3.212992  -0.11
C 5.733218 -2.838116 -3.352672  -0.18
C 6.104168 -1.358832 -3.671356  -0.17
C -0.368432 -1.505418 0.290228  -0.24
H 5.099734 0.103430 -2.380828  0.09
H 3.561616 0.955599 -4.164562  0.07
H 4.701382 -0.504960 -6.255744  0.11
H 2.962886 -0.300615 -6.027511  0.09
H 2.846465 -2.504519 -6.181902  0.11
H 4.583890 -2.730567 -5.977215  0.11
H 2.364919 -3.293495 -4.109778  0.08
H 4.016802 -3.686242 -2.328585  0.06
H 6.219625 -3.468312 -4.118574  0.11
H 6.210720 -3.093354 -2.396626  0.10
H 6.978212 -1.101167 -3.049581  0.11
H 6.418808 -1.281788 -4.727309  0.11
H 0.245797 -0.869888 0.970264  -0.01
H -0.866762 -2.214663 0.981604  0.09
H -1.140327 -0.917254 -0.216881  0.04
P 1.726430 1.146716 -2.283846  0.93
P 0.455563 -2.586448 -0.922460  0.94
C 1.445467 -0.504009 -2.886555  -0.37
C 0.988418 -1.725633 -2.403750  -0.35
C 0.953137 2.416069 -3.219722  -0.36
C 1.051735 2.507132 -4.621278  -0.08
C 0.325269 3.491610 -5.283263  -0.08
C -0.503945 4.365337 -4.567406  -0.08
C -0.605855 4.262870 -3.176424  -0.07
C 0.129314 3.310735 -2.494317  -0.07
C 3.288656 1.641914 -1.499255  -0.39
C 3.801092 0.883995 -0.395235  -0.21
C 4.848223 1.414833 0.372162  -0.08
C 5.364794 2.679671 0.093610  -0.09
C 4.884158 3.414682 -0.995943  -0.07
C 3.866158 2.901311 -1.795634  -0.08
C -0.925075 -3.576785 -1.562880  -0.30
C -1.973466 -2.867399 -2.181073  -0.07
C -3.148311 -3.524871 -2.549856  -0.07
C -3.251586 -4.908183 -2.375346  -0.08
C -2.155366 -5.633105 -1.904759  -0.08
C -0.985712 -4.977613 -1.498550  -0.07
C 1.662817 -3.499424 0.065422  -0.31
C 1.887436 -3.332260 1.452273  -0.08
C 2.888052 -4.065802 2.092825  -0.08
C 3.699296 -4.942628 1.366282  -0.08
C 3.481391 -5.114414 -0.001034  -0.08
C 2.449277 -4.424574 -0.641421  -0.12
H 1.541436 -0.471232 -3.982656  0.05
H 0.731007 -2.403712 -3.239484  0.06
H 1.690226 1.808916 -5.164922  0.09
H 0.396505 3.572154 -6.365391  0.10
H -1.076530 5.121687 -5.097503  0.10
H -1.266531 4.925169 -2.616480  0.11
H 0.068996 3.198096 -1.410071  0.08
H 3.475408 -0.166127 -0.212746  0.05
H 5.241056 0.828462 1.207099  0.11
H 6.149298 3.095921 0.730962  0.10
H 5.302984 4.398269 -1.209193  0.11
H 3.485097 3.477742 -2.639845  0.11
H -1.870063 -1.794761 -2.364694  0.12
H -3.971978 -2.945218 -2.966364  0.11
H -4.187724 -5.408768 -2.621197  0.11
H -2.215855 -6.722224 -1.843996  0.11
H -0.128878 -5.553117 -1.141177  0.10
H 1.278317 -2.636613 2.035267  0.10
H 3.041775 -3.951871 3.166839  0.11
H 4.502181 -5.485999 1.865286  0.11
H 4.110648 -5.787834 -0.583165  0.11
H 2.256263 -4.581140 -1.704123  0.10
O -2.302323 0.987065 -0.638663  0.02
C -1.674085 1.597304 0.242261  -0.49
N -0.289205 1.573229 0.322562  -0.16
S 0.337396 2.357984 1.650398  0.63
O 1.068282 1.303222 2.378551  -0.35
O 1.041847 3.553868 1.302748  -0.28
C -1.254322 2.786682 2.258823  -0.23
C -1.512624 3.593032 3.363546  -0.04
C -2.838152 3.940790 3.627162  -0.06
C -3.864938 3.517680 2.750418  -0.06
C -3.567246 2.776598 1.606266  0.00
C -2.235916 2.407674 1.359357  -0.12
H -0.680309 3.925104 3.980753  0.12
H -3.077672 4.532983 4.512813  0.11
H -4.898496 3.797035 2.976822  0.11
H -4.332011 2.464733 0.894261  0.12

Atomic forces in eV per Å
Mg -1.079 1.001 0.799
C 0.187 0.336 -0.547
C 0.707 0.147 -0.543
C 0.077 0.511 -0.336
C -0.222 -0.036 -0.219
C 0.676 -0.733 0.050
C -0.421 -0.450 -1.196
C 0.776 0.331 0.367
C 0.033 -0.379 0.149
C -0.808 -0.848 0.970
H -0.017 0.302 -0.226
H -0.049 -0.605 0.460
H -0.361 0.016 0.264
H 0.362 -0.049 0.169
H 0.426 0.000 0.110
H -0.212 0.011 0.364
H 0.185 0.286 0.383
H -0.260 0.196 -0.001
H -0.340 0.003 0.245
H -0.048 -0.061 -0.232
H -0.206 -0.036 -0.393
H -0.224 0.090 0.367
H -0.596 -0.802 -0.356
H -0.118 0.300 -0.147
H 0.165 0.072 0.081
P -0.323 -2.362 1.840
P 0.924 2.578 -1.544
C 0.891 1.902 -1.594
C -1.539 -2.017 0.777
C -0.361 0.999 -0.669
C -0.185 0.205 0.639
C -0.164 0.121 0.058
C 0.206 -0.308 0.090
C -0.047 0.266 -0.244
C 0.446 -0.594 -0.375
C 0.597 0.466 -0.058
C 0.730 0.622 -0.822
C -0.239 -0.004 -0.023
C 0.010 -0.090 0.096
C -0.093 -0.184 0.088
C -0.148 -0.509 0.455
C -0.109 -0.555 -0.307
C -0.105 -0.060 0.226
C 0.373 -0.060 0.115
C 0.187 0.209 0.010
C 0.037 -0.017 0.006
C -0.284 0.256 0.071
C 0.470 -0.747 0.305
C -0.113 -0.185 -0.273
C -0.145 0.071 -0.140
C -0.107 0.135 -0.225
C -0.142 -0.005 0.017
C -0.056 0.082 0.397
H 0.049 -0.566 0.274
H -0.005 0.326 0.588
H -0.203 0.205 0.060
H -0.038 0.033 0.167
H 0.081 -0.124 0.061
H 0.167 -0.097 -0.206
H -0.016 0.098 -0.383
H 0.585 0.603 -0.217
H -0.091 0.209 -0.275
H -0.240 -0.163 -0.257
H -0.111 -0.248 0.017
H 0.078 -0.149 0.221
H -0.073 -0.289 0.226
H 0.201 -0.208 0.084
H 0.296 0.025 -0.002
H 0.048 0.355 0.016
H -0.325 0.182 0.061
H 0.247 -0.242 -0.234
H -0.042 0.046 -0.319
H -0.229 0.134 -0.130
H -0.153 0.108 0.191
H 0.103 0.057 0.242
O 0.403 0.937 1.376
C 1.195 -0.924 -1.370
N 0.175 0.238 0.827
S -1.126 -2.065 -1.502
O -0.449 1.085 -0.340
O 0.378 0.230 0.213
C -0.261 0.902 0.911
C -0.161 -0.214 -0.088
C -0.158 -0.297 -0.376
C 0.381 0.211 0.274
C 0.376 -0.221 -0.110
C -0.701 0.209 0.723
H -0.281 -0.026 0.021
H 0.032 -0.161 -0.337
H 0.388 -0.122 -0.159
H 0.135 0.109 0.254

## Properties
**Kohn-Sham gap (alpha / beta)**: 5.322 / 4.558 eV
**E**: -86702.907 eV
**Highest occupied orbital energy (alpha / beta)**: -5.0966 / -4.2645 eV